Record 1
Computed, not measured: 7 unconnected molecules or ions with the total composition C29H54BrClNO27PS, with wB97M-V/def2-TZVPD.

Results
SMILES: CC(=O)OC[C@]1(CCCC(=O)O)CS(=O)(=O)O[C@@](Cl)(P(=N)(O)O)[C@@H]1Br.COC(=O)OC.COC(=O)OC.COC(=O)OC.COC(=O)OC.COC(=O)OC.COC(=O)OC
LUMO energy: -0.43 eV
Electronic energy: -190405.764 eV
Frontier orbital gap: 9.184 eV
HOMO: -9.6 eV

Atoms and positions in Å:
C (2.295, 2.439, -0.621)
O (4.531, -3.838, -3.607)
C (-5.004, -0.196, -5.573)
O (-3.787, 3.738, 7.119)
H (-4.204, -1.092, -2.568)
H (3.961, 2.860, -4.915)
H (-6.076, -0.282, -7.977)
H (3.522, -0.501, -4.592)
H (-6.611, -2.744, 1.383)
C (0.492, -0.714, 4.016)
N (6.603, -2.867, -2.249)
O (8.449, 1.195, -4.234)
O (-2.709, -3.680, -2.165)
O (-4.319, -0.802, -4.588)
H (-3.469, 6.091, 8.329)
H (-0.556, -3.283, -5.771)
C (4.845, 2.651, -4.215)
H (-6.410, -1.034, 1.796)
H (7.234, 5.684, -2.598)
H (-4.790, 0.510, -3.043)
O (-1.795, 3.467, 6.059)
H (-3.598, -2.462, 5.624)
C (-6.274, -1.777, 1.008)
H (2.731, 1.988, -3.157)
C (-0.071, -1.956, 2.130)
H (0.895, -2.464, 2.087)
C (-2.617, 3.994, 6.982)
H (-0.974, -4.954, -5.361)
H (-2.303, 0.899, 0.097)
C (-4.833, -0.555, -3.280)
O (1.473, -0.261, 3.478)
H (-3.576, -1.178, 11.261)
H (2.446, 2.568, 0.504)
O (8.422, -0.441, -2.462)
H (6.501, 1.972, -2.232)
H (3.730, 0.746, -0.486)
O (-4.894, -1.900, 0.664)
C (4.568, -0.010, -4.636)
H (-5.011, 1.159, -7.831)
C (0.920, 0.468, 5.976)
H (-2.228, -3.827, -5.984)
H (6.534, 4.075, -2.044)
C (-2.327, 0.079, -0.624)
P (5.295, -2.406, -3.028)
O (4.242, -1.735, -1.873)
O (-4.418, -0.511, -6.741)
C (-3.697, -4.339, -1.373)
H (-3.734, -3.841, -0.404)
H (8.215, 4.095, -2.811)
H (-6.868, -1.521, 0.128)
H (2.838, 0.218, -2.694)
H (-2.338, -1.180, 5.614)
H (-3.971, -0.841, 5.019)
C (-2.420, 2.523, 5.190)
C (5.618, -1.252, -4.523)
H (4.503, 2.425, -1.004)
H (-4.491, -0.252, -8.767)
C (6.114, 0.971, -2.652)
H (-0.840, -2.652, 1.793)
H (-3.046, 4.764, 9.464)
H (4.799, -4.533, -2.953)
H (1.926, 0.058, 6.089)
C (1.030, 1.505, -0.960)
O (-2.337, -2.422, 7.973)
O (-3.824, -0.969, 7.056)
H (-2.032, -1.441, 10.433)
C (3.416, 1.199, -2.661)
H (0.952, 1.436, 5.471)
H (0.095, 1.091, -2.605)
O (-1.906, 4.858, 7.727)
O (-3.687, -1.086, 9.223)
H (-3.429, -5.386, -1.213)
C (-3.104, -1.648, 10.397)
H (4.682, 3.364, -3.307)
S (7.550, 0.201, -3.528)
C (-2.657, 5.499, 8.756)
O (-0.381, -1.576, 3.471)
C (-5.045, 0.069, -7.884)
C (-3.194, -1.579, 8.073)
H (-5.855, -0.931, -3.189)
H (-2.799, 1.670, 5.757)
Cl (5.240, -2.318, -6.006)
Br (4.716, 0.634, -6.548)
H (-1.667, 2.163, 4.488)
O (7.003, -0.872, -4.699)
H (2.250, 3.439, -1.190)
C (6.444, 4.322, -4.281)
O (-5.974, 0.506, -5.433)
O (-3.168, -5.128, -3.857)
H (-3.292, -2.724, 10.443)
H (-2.762, 0.409, -1.570)
O (6.095, 5.311, -4.982)
C (-3.399, -1.397, 5.762)
H (0.495, 0.613, 6.970)
H (-1.304, -0.245, -0.810)
H (-1.985, 6.171, 9.291)
O (-4.901, 0.281, 0.025)
O (-3.051, -1.034, -0.097)
C (7.177, 4.567, -2.862)
O (-1.605, -3.486, -4.029)
O (0.862, 0.472, -0.254)
C (3.648, 1.686, -1.151)
H (-4.682, -4.259, -1.840)
O (0.082, -0.443, 5.267)
C (-2.557, -4.195, -3.397)
H (-3.223, 2.997, 4.621)
H (6.743, -3.886, -2.285)
C (4.786, 1.162, -3.557)
C (-1.337, -3.924, -5.360)
H (5.930, 0.316, -1.718)
O (6.144, 2.987, -4.760)
O (0.178, 1.895, -2.029)
H (4.615, -1.771, -0.965)
H (-0.080, -1.086, 1.470)
C (-4.340, -0.775, 0.182)

Force components x, y, z for each atom (eV/Å):
C 0.4513 -0.0599 -1.0687
O 0.4852 2.2476 0.9318
C 0.0315 -0.0461 0.0165
O 0.5005 0.1213 -0.0729
H 0.1015 -0.0885 -0.3361
H 1.5160 -0.5221 0.6865
H 0.0714 0.1654 0.1096
H 1.7336 1.0145 0.0759
H 0.2999 0.0216 -0.0874
C -0.0808 -0.1151 -0.0430
N -1.6015 0.6537 -1.1058
O -3.8526 -2.4115 0.8824
O 0.1481 -0.0272 -0.4245
O -0.0805 0.0885 -0.4079
H -0.0043 -0.2045 0.0536
H -0.0934 0.0604 0.2870
C -0.5909 0.1932 1.7424
H 0.0061 0.0318 -0.2112
H -0.1686 -1.7773 -0.8659
H -0.1929 -0.1079 -0.0719
O -0.0856 0.2211 0.3125
H 0.1648 0.0824 0.0811
C -0.4654 -0.0270 0.1408
H 1.0594 -1.1902 0.5546
C -0.0037 -0.1373 -0.5615
H -0.0274 0.2075 0.0088
C 0.0111 0.0113 0.0179
H -0.1907 0.0656 -0.0011
H -0.1255 -0.0386 -0.1369
C -0.1233 0.0597 0.4413
O -0.3818 -0.1571 0.2431
H -0.0991 0.0943 -0.2848
H -0.7227 -0.1133 -1.6105
O -3.8629 0.9596 -2.8501
H -0.3315 -1.6395 -1.1060
H 0.3509 1.6026 -0.9590
O 0.2617 0.2442 -0.1270
C 0.4791 -0.8636 -0.3316
H -0.1473 -0.1248 0.0806
C 0.2309 0.3041 0.3053
H 0.0524 -0.1394 0.1244
H 0.9527 0.6456 -1.1533
C 0.3563 0.2661 -0.2415
P 1.1419 -4.4096 3.4149
O 0.7926 0.0679 -2.1941
O -0.0593 0.0118 0.4244
C -0.2633 -0.1710 0.4064
H 0.2055 0.1385 -0.2458
H -1.4671 0.5321 -0.3076
H 0.0969 0.1361 0.1276
H 1.0592 1.1998 0.2364
H -0.0812 -0.2020 0.0674
H -0.0965 0.0735 0.3077
C -0.1661 -0.3356 -0.2954
C -1.5312 0.5179 -1.7045
H -1.0274 -1.1695 -0.2721
H 0.1021 -0.1050 0.2792
C -1.1875 -0.2557 0.4105
H -0.0419 0.1172 0.2989
H -0.0935 0.0628 -0.1784
H -0.3474 0.9242 -0.6479
H -0.0816 0.1016 -0.1618
C 0.4086 -1.9193 2.6896
O -0.3427 0.3371 0.0679
O 0.0898 -0.0938 0.4529
H -0.0909 -0.1665 -0.0889
C 0.3340 1.1598 -0.0349
H 0.1142 -0.1527 -0.0246
H -0.3561 0.8236 0.8168
O -0.0779 -0.2973 -0.3061
O 0.0730 -0.0634 -0.3958
H -0.1051 0.0679 -0.2073
C 0.1267 -0.1265 0.3855
H -0.0101 -1.2481 -1.2638
S 7.8462 1.7653 1.9418
C -0.1811 0.2387 0.3438
O 0.1988 0.3235 0.3871
C -0.1563 0.1491 -0.4072
C -0.0655 0.0720 -0.0622
H 0.0475 0.2039 -0.0652
H -0.1060 0.1671 -0.0281
Cl 0.6661 0.3735 1.6076
Br -0.2219 0.2186 1.1493
H 0.1151 0.2049 0.2085
O -1.8510 0.6208 1.9728
H -0.2207 -1.4562 1.0720
C -0.6454 3.5529 -2.0935
O 0.4076 -0.2926 -0.0693
O 0.2669 0.3839 0.1839
H 0.1641 0.0950 -0.0910
H -0.0810 0.0873 0.2129
O 1.4559 -4.2607 2.8452
C 0.2012 -0.0948 -0.4713
H -0.1661 -0.1981 -0.1978
H -0.2505 -0.2192 0.2034
H 0.1244 -0.1650 -0.2410
O 0.1849 -0.4548 0.0405
O -0.5477 -0.0935 0.1549
C -0.5872 -0.6286 0.0259
O -0.2477 -0.1317 0.3310
O 0.3397 3.7001 -3.3115
C -1.7492 -0.7512 0.2438
H 0.1343 -0.1478 -0.0497
O -0.0143 -0.1164 -0.3965
C -0.0003 0.0715 0.0114
H -0.0169 -0.0870 0.1888
H 0.2027 0.7820 -0.0941
C -0.7932 0.5550 -0.1228
C 0.1057 -0.0901 -0.4412
H 0.3139 0.7641 -1.7589
O -0.5492 1.6827 1.5990
O 1.9535 -1.5346 0.8879
H 0.2076 -0.3395 -0.9440
H 0.1900 -0.1020 0.1223
C 0.1753 0.0247 0.0171


Record 2
Computed, not measured: a single C4H9NO2 molecule, with wB97M-V/def2-TZVPD.

Results
Energy above the lowest of the compared OMol25 structures with the same formula, charge and spin: 222.5 kJ/mol
SMILES: CC(=O)NCCO
LUMO energy: 0.82 eV
Electronic energy: -9877.755 eV
Frontier orbital gap: 10.515 eV
HOMO: -9.7 eV

Atoms and positions in Å:
C (-1.929, 0.261, -0.116)
H (3.385, -0.359, 0.641)
C (1.326, 0.397, 0.137)
C (-0.828, 0.417, -1.126)
N (0.495, -0.311, -0.823)
O (1.171, 1.654, 0.345)
H (-2.562, 1.178, -0.297)
H (2.177, -1.501, 1.088)
H (-0.736, 1.482, -1.304)
H (-2.646, -0.883, 1.045)
O (-2.479, -1.046, 0.092)
H (0.699, -1.159, -1.308)
C (2.327, -0.435, 0.931)
H (-1.229, -0.027, -2.114)
H (2.250, -0.063, 1.980)
H (-1.421, 0.395, 0.828)

Force components x, y, z for each atom (eV/Å):
C 1.5610 0.9332 0.7709
H -0.4356 0.5094 -0.2052
C -1.2423 1.8048 -1.2773
C 0.2355 -2.5871 -2.6610
N -1.0678 4.1127 2.1760
O 0.3656 -4.9548 -0.6329
H -0.4227 -1.4342 0.2127
H -0.6769 -0.1050 -0.7951
H 0.7334 0.0036 0.0913
H -0.4276 -1.3963 -0.8548
O -0.5731 1.2773 0.4591
H 0.2967 -0.3674 0.3297
C 0.3767 0.3528 1.4499
H 0.7832 0.6054 1.2676
H 0.2577 0.1430 -0.7915
H 0.2363 1.1027 0.4607


Record 3
Computed, not measured: a molecular structure, C45H31AsN7O2S5W, with wB97M-V/def2-TZVPD.

Results
Energy above the lowest of the compared OMol25 structures with the same formula, charge and spin: 97.1 kJ/mol
2S+1: 3
LUMO energy (alpha / beta): 1.41 / 1.12 eV
Electronic energy: -178536.495 eV
Frontier orbital gap (alpha / beta): 4.440 / 6.820 eV
Total charge: -1
HOMO (alpha / beta): -3.0 / -5.7 eV

Atoms and positions in Å:
C (-0.447, 2.210, 1.810)
C (5.335, 1.224, -2.227)
H (3.543, -1.557, -2.953)
N (-1.743, 2.120, 1.837)
H (-0.350, 6.291, 4.001)
H (-0.819, -1.107, -4.134)
C (-3.729, -3.344, -2.807)
C (-0.886, 3.007, -3.626)
C (3.764, -0.570, -2.566)
S (-0.641, -2.804, -0.232)
C (1.617, 3.450, 2.310)
N (-2.245, 0.983, 1.226)
N (-4.601, -3.190, -3.546)
O (-1.814, 4.413, 3.162)
C (-0.548, 2.003, -2.711)
C (2.303, 4.535, 2.812)
H (-1.116, -3.186, -5.420)
C (3.684, -0.869, 1.514)
As (0.865, -0.318, -1.771)
C (1.593, 5.570, 3.416)
C (1.428, -2.409, 1.764)
N (-1.936, -6.019, -1.581)
H (-2.774, -2.510, 1.444)
N (1.301, -1.122, 1.224)
C (3.073, 1.453, -1.477)
H (2.667, -3.968, 2.469)
H (-0.776, -0.693, 5.561)
C (-0.351, -3.131, -4.656)
C (2.440, -0.399, 1.173)
C (-2.791, -2.530, 3.555)
H (0.291, -5.158, -4.933)
H (2.117, 6.437, 3.797)
C (3.825, -2.238, 1.940)
H (6.337, 1.622, -2.323)
C (-1.305, -1.134, 2.209)
C (0.619, 2.060, -5.254)
C (4.802, -0.002, 1.450)
C (-5.970, 0.246, 1.843)
S (-2.392, -0.872, -1.352)
H (-5.760, -0.123, 2.847)
O (0.269, 1.262, 1.273)
C (2.648, -2.957, 2.081)
C (-2.243, -4.918, -1.732)
C (4.345, 1.977, -1.610)
H (-3.573, -3.277, 3.605)
W (-0.612, -0.244, 0.347)
C (-0.756, -0.671, 3.415)
C (5.039, -0.039, -2.713)
C (-2.651, -3.568, -1.914)
C (-6.002, 1.753, 1.799)
H (2.284, 2.054, -1.030)
H (-6.306, 2.114, 0.817)
H (-0.572, 3.813, -5.580)
C (-3.545, 0.978, 1.291)
S (-1.225, 2.008, -1.107)
H (4.800, -2.641, 2.172)
H (1.076, 2.085, -6.235)
H (0.517, -2.959, 1.937)
H (-6.644, 2.179, 2.569)
C (1.394, -4.175, -3.376)
C (2.775, 0.169, -1.937)
C (0.219, 5.503, 3.524)
H (2.160, 2.637, 1.845)
N (-3.084, -2.806, 7.042)
H (4.570, 2.962, -1.225)
H (0.064, 0.038, 3.392)
S (-4.617, -0.277, 0.735)
C (-0.306, 3.031, -4.879)
H (-2.170, 3.617, 2.711)
C (-2.711, -2.462, 6.008)
C (1.557, -3.009, -2.648)
H (2.339, 0.628, 0.866)
C (-2.327, -2.083, 2.331)
H (-1.602, 3.765, -3.335)
C (-0.183, -1.960, -3.931)
C (0.950, 1.060, -4.359)
C (0.364, 1.025, -3.097)
C (0.436, -4.238, -4.379)
C (-2.241, -2.025, 4.733)
C (-1.211, -1.087, 4.652)
N (5.732, 0.680, 1.399)
H (1.992, -5.047, -3.145)
S (-4.310, 2.324, 2.121)
C (0.224, 3.366, 2.392)
H (5.807, -0.619, -3.208)
C (-0.482, 4.410, 3.019)
H (1.665, 0.291, -4.628)
H (2.269, -2.973, -1.829)
C (0.780, -1.888, -2.930)
H (-6.891, -0.197, 1.466)
C (-2.002, -2.552, -1.252)
H (3.381, 4.574, 2.739)

Force components x, y, z for each atom (eV/Å):
C -0.4735 -0.5424 -0.0542
C 0.0196 -0.0204 -0.0268
H 0.0777 0.0719 -0.0050
N 0.2858 0.5458 0.2920
H 0.0005 0.0100 -0.0200
H -0.0042 -0.0021 -0.0027
C -0.2252 0.1688 -0.1571
C -0.0818 0.0522 0.0646
C -0.2429 -0.2255 0.0233
S -0.4034 0.6168 0.0181
C 0.0062 -0.0449 -0.0152
N -0.5199 0.1783 -0.0818
N 0.0506 0.0391 0.0455
O -0.1390 0.0743 -0.0096
C 0.2771 -0.4618 -0.0107
C 0.0981 -0.0047 0.0043
H -0.0056 0.0245 0.0048
C -0.5928 -0.4743 0.0375
As 1.0474 0.1101 -2.2437
C -0.1073 -0.0383 -0.0327
C 0.0873 -0.2982 0.0781
N 0.0239 0.0572 -0.0295
H 0.0151 -0.0143 -0.0345
N -0.6779 0.2470 -0.4790
C -0.1353 0.0137 0.0059
H -0.0415 -0.0043 -0.0022
H 0.0426 -0.0160 -0.0052
C 0.0491 -0.1024 -0.0194
C 0.4091 0.2706 0.1410
C 0.0199 0.0512 0.2019
H -0.0012 0.0013 0.0152
H 0.0027 -0.0160 0.0418
C 0.3569 0.1820 -0.0539
H -0.0006 -0.0065 0.0033
C 0.0078 -0.2373 0.7930
C 0.0416 -0.0542 -0.0380
C 0.3047 0.3238 -0.0997
C 0.1751 -0.0580 -0.1091
S 0.5252 0.0928 0.1024
H -0.0588 0.0033 0.0095
O 0.4397 1.0376 0.7659
C -0.2803 0.0973 -0.0381
C 0.0788 -0.2195 0.0274
C 0.0221 -0.0359 -0.0048
H -0.0133 0.0060 -0.0095
W -0.6356 -1.5108 -0.6846
C 0.0533 0.1585 -0.1022
C 0.0946 0.0792 -0.0008
C 0.0847 0.0476 0.1349
C 0.2065 0.1385 0.0125
H 0.0476 0.0172 0.0498
H -0.1036 -0.0160 0.0174
H -0.0189 0.0139 0.0328
C 0.3787 -0.0622 0.2215
S -0.1141 -0.2820 0.3437
H -0.0400 -0.0406 0.0308
H -0.0131 0.0015 0.0034
H 0.0138 0.0545 0.0545
H -0.0041 0.0000 -0.0017
C 0.0493 -0.0339 -0.0139
C -0.1945 0.1582 0.4868
C 0.0587 0.0849 0.0569
H -0.0345 0.0130 -0.0089
N -0.0048 0.0121 -0.0564
H -0.0176 0.0097 -0.0073
H 0.0104 -0.0202 -0.0033
S -0.0191 0.0401 -0.0044
C 0.0037 0.0290 -0.0413
H 0.0318 -0.0283 0.0180
C -0.1144 -0.1214 0.3073
C 0.0324 0.1167 0.0657
H 0.0185 0.0054 -0.0558
C -0.0018 0.0124 -0.2360
H 0.0054 0.0009 -0.0153
C 0.0455 0.1470 0.0294
C 0.0107 -0.1176 0.1120
C -0.2779 0.0783 0.1381
C -0.0345 0.0291 -0.0472
C 0.1686 0.1502 -0.3465
C -0.1309 -0.0889 0.0261
N -0.0876 -0.0342 0.0282
H 0.0040 0.0179 0.0251
S -0.2625 -0.1355 -0.0376
C 0.2459 0.2262 0.1101
H -0.0113 -0.0282 0.0144
C 0.1014 -0.1204 -0.0827
H 0.0349 0.0359 -0.0642
H -0.0297 -0.0987 0.0116
C -0.1796 -0.1365 0.3186
H 0.0247 -0.0582 -0.0282
C 0.1503 -0.1468 0.1072
H -0.0056 0.0041 -0.0119